Molecular formula: C32H67N13O11
Method: DFT, wB97M-V/def2-TZVPD

Last columns: bonded neighbours and bond lengths (Å).
Geometry (Å):
1 C -6.277 1.232 6.571  C2 1.533, H13 1.094, H14 1.091, H15 1.091
2 C -4.901 1.497 5.947  C1 1.533, C3 1.509, H16 1.093, H17 1.094
3 C -4.737 0.655 4.705  C2 1.509, C4 1.533, H18 1.093, H19 1.088
4 C -3.395 0.829 3.986  C3 1.533, N5 1.506, H20 1.093, H21 1.085
5 N -3.185 -0.192 2.899  C4 1.506, C6 1.536, C9 1.544, C10 1.525
6 C -3.274 -1.610 3.481  N5 1.536, C7 1.536, H22 1.085, H23 1.088
7 C -2.370 -2.492 2.606  C6 1.536, C8 1.517, H24 1.089, H25 1.093
8 C -1.359 -1.549 1.983  C7 1.517, C9 1.512, H26 1.089, H27 1.085
9 C -1.788 -0.122 2.245  N5 1.544, C8 1.512, H28 1.085, H29 1.087
10 C -4.190 -0.045 1.762  N5 1.525, C11 1.536, H30 1.091, H31 1.087
11 C -4.317 1.377 1.196  C10 1.536, C12 1.533, H32 1.090, H33 1.088
12 C -5.633 1.558 0.433  C11 1.533, H34 1.090, H35 1.090, H36 1.092
13 H -6.674 0.236 6.355  C1 1.094
14 H -7.053 1.918 6.229  C1 1.091
15 H -6.271 1.277 7.661  C1 1.091
16 H -4.116 1.343 6.692  C2 1.093
17 H -4.846 2.574 5.764  C2 1.094
18 H -5.496 0.943 3.972  C3 1.093
19 H -4.855 -0.386 4.998  C3 1.088
20 H -2.605 0.630 4.715  C4 1.093
21 H -3.225 1.810 3.555  C4 1.085
22 H -4.310 -1.928 3.435  C6 1.085
23 H -2.874 -1.530 4.489  C6 1.088
24 H -2.983 -3.166 2.009  C7 1.089
25 H -1.899 -3.215 3.276  C7 1.093
26 H -1.369 -1.779 0.919  C8 1.089
27 H -0.377 -1.727 2.410  C8 1.085
28 H -1.856 0.419 1.307  C9 1.085
29 H -1.190 0.363 3.012  C9 1.087
30 H -5.128 -0.277 2.267  C10 1.091
31 H -3.944 -0.755 0.977  C10 1.087
32 H -3.443 1.545 0.565  C11 1.090
33 H -4.384 2.161 1.948  C11 1.088
34 H -5.945 0.696 -0.158  C12 1.090
35 H -5.571 2.402 -0.254  C12 1.090
36 H -6.434 1.819 1.128  C12 1.092
37 C 1.633 -1.583 0.073  C38 1.511, H41 1.090, H42 1.095, H43 1.094
38 C 1.555 -0.074 0.047  C37 1.511, C39 1.530, O40 1.416, H44 1.109
39 C 2.716 0.509 0.857  C38 1.530, H45 1.089, H46 1.090, H47 1.099
40 O 1.508 0.547 -1.225  C38 1.416
41 H 2.461 -1.994 -0.505  C37 1.090
42 H 0.713 -2.070 -0.268  C37 1.095
43 H 1.771 -1.915 1.106  C37 1.094
44 H 0.586 0.276 0.456  C38 1.109
45 H 2.633 1.580 1.033  C39 1.089
46 H 3.654 0.264 0.358  C39 1.090
47 H 2.687 0.043 1.851  C39 1.099
48 C 1.186 5.620 -3.735  C49 1.392, C53 1.395, H56 1.081
49 C 0.434 5.706 -4.902  C48 1.392, C50 1.379, H57 1.085
50 C -0.117 4.610 -5.532  C49 1.379, C51 1.402, O55 1.367
51 C -0.026 3.359 -4.905  C50 1.402, C52 1.381, H58 1.085
52 C 0.783 3.232 -3.794  C51 1.381, C53 1.400, H59 1.084
53 C 1.506 4.330 -3.313  C48 1.395, C52 1.400, O54 1.357
54 O 2.352 4.164 -2.265  C53 1.357, H60 0.972
55 O -0.896 4.827 -6.634  C50 1.367, H61 0.960
56 H 1.787 6.450 -3.389  C48 1.081
57 H 0.292 6.673 -5.374  C49 1.085
58 H -0.462 2.508 -5.417  C51 1.085
59 H 0.998 2.297 -3.288  C52 1.084
60 H 2.889 3.353 -2.234  O54 0.972
61 H -1.502 4.111 -6.837  O55 0.960
62 C 4.877 -0.302 -2.301  C63 1.394, C67 1.395, H70 1.082
63 C 5.965 -1.062 -2.727  C62 1.394, C64 1.377, H71 1.082
64 C 6.929 -0.493 -3.528  C63 1.377, C65 1.401, O69 1.376
65 C 6.847 0.846 -3.934  C64 1.401, C66 1.389, H72 1.080
66 C 5.760 1.580 -3.477  C65 1.389, C67 1.375, H73 1.086
67 C 4.778 1.036 -2.684  C62 1.395, C66 1.375, O68 1.362
68 O 3.677 1.755 -2.329  C67 1.362, H74 0.985
69 O 7.926 -1.270 -4.071  C64 1.376, H75 0.957
70 H 4.054 -0.717 -1.735  C62 1.082
71 H 6.023 -2.093 -2.404  C63 1.082
72 H 7.666 1.350 -4.426  C65 1.080
73 H 5.733 2.612 -3.814  C66 1.086
74 H 2.981 1.291 -1.810  O68 0.985
75 H 8.337 -0.901 -4.853  O69 0.957
76 C -2.201 0.630 -2.083  O77 1.220, N78 1.375, N79 1.368
77 O -3.305 0.611 -2.602  C76 1.220
78 N -1.648 -0.476 -1.481  C76 1.375, H80 1.006, H81 1.004
79 N -1.375 1.717 -2.004  C76 1.368, H82 1.013, H83 1.004
80 H -0.700 -0.465 -1.144  N78 1.006
81 H -2.112 -1.352 -1.640  N78 1.004
82 H -0.444 1.642 -1.609  N79 1.013
83 H -1.733 2.554 -2.424  N79 1.004
84 C 3.168 -4.726 -2.040  O85 1.230, N86 1.368, N87 1.364
85 O 2.862 -4.869 -0.857  C84 1.230
86 N 4.018 -5.552 -2.724  C84 1.368, H88 1.001, H89 1.002
87 N 2.906 -3.564 -2.703  C84 1.364, H90 1.005, H91 1.006
88 H 4.460 -5.262 -3.574  N86 1.001
89 H 4.260 -6.449 -2.348  N86 1.002
90 H 2.324 -2.855 -2.292  N87 1.005
91 H 3.006 -3.512 -3.702  N87 1.006
92 C 1.245 -2.113 5.418  O93 1.224, N94 1.364, N95 1.386
93 O 1.160 -3.312 5.644  C92 1.224
94 N 0.677 -1.130 6.174  C92 1.364, H96 1.001, H97 1.003
95 N 1.615 -1.703 4.146  C92 1.386, H98 1.008, H99 1.006
96 H 0.590 -0.225 5.755  N94 1.001
97 H 0.185 -1.419 7.000  N94 1.003
98 H 1.885 -0.734 4.083  N95 1.008
99 H 2.080 -2.426 3.624  N95 1.006
100 C -0.481 -5.511 1.558  O101 1.232, N102 1.363, N103 1.362
101 O -1.381 -5.797 2.349  C100 1.232
102 N -0.085 -6.440 0.643  C100 1.363, H104 1.007, H105 1.003
103 N 0.292 -4.397 1.684  C100 1.362, H106 1.010, H107 1.002
104 H -0.642 -7.268 0.783  N102 1.007
105 H 0.577 -6.382 -0.109  N102 1.003
106 H 0.958 -4.268 0.936  N103 1.010
107 H 0.440 -3.937 2.561  N103 1.002
108 C -0.606 3.362 0.547  O109 1.232, N110 1.371, N111 1.372
109 O -1.143 2.507 1.253  C108 1.232
110 N -0.935 4.685 0.407  C108 1.371, H112 1.003, H113 1.006
111 N 0.459 3.003 -0.240  C108 1.372, H114 1.007, H115 1.011
112 H -0.643 5.139 -0.439  N110 1.003
113 H -1.785 4.929 0.886  N110 1.006
114 H 0.833 2.072 -0.154  N111 1.007
115 H 0.976 3.694 -0.766  N111 1.011
116 C 1.072 -1.261 -4.362  O117 1.229, N118 1.355, N119 1.362
117 O 0.596 -1.911 -5.291  C116 1.229
118 N 0.711 -1.440 -3.069  C116 1.355, H120 1.003, H121 1.029
119 N 1.942 -0.229 -4.549  C116 1.362, H122 1.007, H123 1.003
120 H -0.081 -2.018 -2.854  N118 1.003
121 H 0.951 -0.782 -2.315  N118 1.029
122 H 2.235 0.379 -3.802  N119 1.007
123 H 2.401 -0.102 -5.431  N119 1.003

Computed properties:
E_LUMO   -0.2 eV
Frontier orbital gap   7.54 eV
Total charge   0